The following is a DFT calculation (wB97M-V/def2-TZVPD) of a molecular structure, C40H39F3N5O3PSSbTi in a non-equilibrium geometry.

```
94
Properties=species:S:1:pos:R:3:lowdin_charge:R:1
Sb -2.45909 -0.13476 0.25720 1.5994
Ti 0.37171 -0.19256 0.21830 0.4333
S 0.13321 2.24474 -0.10840 0.7532
P 2.73161 -0.85026 0.29530 1.0749
F -5.66579 -1.90976 5.32310 0.0765
F -5.72869 -3.58486 -3.77500 0.0775
F -5.71949 5.14814 -0.53580 0.0753
O 0.03831 -2.09386 -0.22740 -0.0940
O 0.04321 -0.46546 -1.63630 -0.1935
O 1.71001 -1.83626 -1.60230 -0.0792
N 2.99131 0.09894 1.73590 -0.1261
N 0.00471 2.53534 -2.74790 -0.1726
N 0.70141 0.01114 2.19340 -0.0480
N 2.12951 2.57154 -1.80620 -0.1833
N 0.61181 -1.49726 -1.17020 -0.7078
C -4.89479 -1.62446 -0.87250 -0.1360
C -1.38829 2.15854 -2.69490 -0.0564
C -3.83459 -2.07916 2.22670 -0.1210
C 6.55861 0.25624 -2.04600 -0.0668
C -4.75829 -0.17346 4.02820 0.0026
C -3.60559 -0.72946 1.99400 -0.3890
C -3.17409 2.84534 0.56270 -0.1754
C -0.08209 0.26124 4.45210 -0.0363
C -5.41429 2.88294 -1.07760 0.0074
C 3.29221 -2.50946 0.88120 -0.2752
C -3.88709 4.02144 0.41310 0.0007
C -4.05859 0.21654 2.90150 -0.1169
C -2.95039 -1.84986 -2.27060 -0.1047
C -5.63679 -2.37786 -1.76120 0.0101
C 5.15421 0.54914 -0.11960 -0.1084
C -3.57219 1.68904 -0.09630 -0.3697
C 4.02001 -4.75356 0.38280 -0.0596
C 2.23441 0.50914 3.97940 0.0048
C -4.98929 -1.52326 4.23160 -0.2718
C 0.39331 3.26644 -3.93560 -0.0278
C -3.67709 -2.61716 -3.16610 0.0061
C -4.68319 1.71854 -0.92610 -0.1012
C 4.51991 -0.99756 -1.84290 -0.0933
C -3.55619 -1.35126 -1.12670 -0.3583
C 5.66971 -0.68106 -2.54610 -0.0621
C 1.20541 0.54774 4.89780 -0.0215
C 3.69231 -2.69866 2.20430 -0.0794
C 3.43991 -3.56326 -0.01750 -0.0803
C 1.96161 0.21244 2.63990 -0.3634
C 2.89991 2.89494 -0.62760 -0.0914
C -5.00919 4.01804 -0.39690 -0.2721
C 2.87721 2.00854 -2.91560 -0.0189
C 4.25061 -0.38726 -0.61870 -0.3060
C 4.31021 -3.87756 2.58650 -0.0718
C 6.29821 0.86684 -0.83150 -0.0698
C -4.53759 -2.48656 3.34590 0.0062
C -0.28269 0.01434 3.11550 -0.1049
C 4.49771 -4.90196 1.67370 -0.0684
C -5.01339 -2.86326 -2.89920 -0.2677
C 0.79881 2.40974 -1.67990 -0.6603
H 3.34711 2.78864 -3.51830 0.1022
H 6.97961 1.60084 -0.42790 0.1109
H 3.52861 -1.94016 2.95680 0.0887
H -5.11829 0.55474 4.73680 0.1223
H 7.45281 0.50584 -2.59400 0.1097
H -3.48069 -2.81966 1.51870 0.1102
H 5.00761 -5.80646 1.96620 0.1090
H 1.39451 0.77394 5.93520 0.1212
H -4.99049 0.82694 -1.45450 0.0906
H -4.73699 -3.52876 3.53850 0.1240
H -1.49159 1.19424 -2.19250 0.0414
H 3.65901 1.35874 -2.51940 0.0711
H -1.90549 -1.63926 -2.47290 0.0881
H -1.76099 2.05924 -3.71200 0.1064
H 1.27641 3.86514 -3.73680 0.0923
H 3.09381 -3.45886 -1.03190 0.0897
H 3.90881 3.15294 -0.93840 0.0994
H -0.42079 3.94084 -4.20740 0.1045
H 2.44861 3.74734 -0.11920 0.0851
H 2.92771 2.05054 0.07620 0.0414
H 3.90541 0.09664 2.18190 0.1016
H -3.22519 -3.01816 -4.06060 0.1230
H 3.25711 0.68074 4.28060 0.1223
H -3.58479 4.92704 0.91530 0.1227
H -0.91759 0.22854 5.12950 0.1142
H 4.65501 -3.98996 3.60280 0.1075
H 3.82111 -1.70866 -2.25240 0.0927
H 2.22631 1.40194 -3.53920 0.1013
H 4.98481 1.05404 0.81870 0.0932
H 0.58311 2.59484 -4.77480 0.1032
H 4.10841 -5.56256 -0.32720 0.1110
H -3.87899 1.26744 2.72270 0.0949
H -5.35629 -1.23546 0.02390 0.1054
H -6.28909 2.91854 -1.70830 0.1237
H -6.68189 -2.58346 -1.58870 0.1253
H -1.98139 2.90804 -2.16350 0.0961
H 5.86581 -1.16516 -3.49100 0.1128
H -1.28449 -0.22646 2.77550 0.0565
H -2.28879 2.83964 1.19010 0.0672
```

For the frontier orbital gap (alpha / beta), the calculation gives 7.2 / 7.9 eV. The spin multiplicity is 3. Its LUMO energy (alpha / beta) is -2.74 / -3.06 eV. As for the charge: +1.


The following is a DFT calculation (wB97M-V/def2-TZVPD) of a molecular structure, C40H40BaF5N4OPTe in a non-equilibrium geometry.

```
93
Properties=species:S:1:pos:R:3:lowdin_charge:R:1
Ba -1.58105 0.70466 -1.40289 1.7767
Te -3.45933 -1.20384 -3.75100 1.7261
P -0.14675 -0.53742 2.50473 1.1228
F -4.96774 -2.25619 -3.56106 -0.3472
F -2.97473 -2.28150 -5.17852 -0.3442
F -4.29464 -0.16852 -5.05197 -0.3538
F -1.81582 -0.28156 -4.10013 -0.4603
F -2.46547 -2.41232 -2.73461 -0.3674
O -3.71804 -0.07067 -2.39231 -0.8320
N 0.48023 2.72122 0.03914 0.0624
N -1.99500 2.79611 -3.72408 0.0553
N 0.83840 2.44723 -2.78142 -0.1879
N 0.53566 -1.42543 -1.75397 0.0593
C 2.58928 -2.05595 -2.80082 -0.0152
C 2.14852 -4.26193 0.99362 -0.0977
C 0.35979 3.32254 -3.84840 -0.1488
C 2.71661 -2.99957 0.89610 -0.0622
C 2.70545 -0.52155 1.27600 -0.0589
C -4.45115 -1.65818 3.53713 -0.1080
C 1.37379 1.19617 -3.32966 -0.1812
C -3.53482 -1.54290 4.58770 -0.1190
C -0.98459 2.73952 -5.88894 -0.0151
C -3.34083 2.47756 -5.68038 -0.0636
C 2.22029 -3.39236 -2.76171 -0.0524
C 0.89231 -4.40855 1.56016 -0.0806
C 1.81521 3.16246 -1.96218 -0.1399
C -4.04137 -1.56196 2.22698 -0.0647
C 2.02634 0.52838 6.46679 -0.0892
C 2.44380 -0.56739 5.72759 -0.0852
C 2.06501 0.35424 -2.24650 -0.1272
C -3.17314 2.59178 -4.30741 -0.1546
C 0.36049 2.70541 1.36935 -0.1598
C 1.72391 -1.10627 -2.28347 -0.2957
C -2.22125 2.52995 -6.48410 -0.0428
C -0.91751 2.89261 -4.51535 -0.2929
C 0.20479 -2.71576 -1.69272 -0.1340
C -2.68819 -1.33367 1.87745 -0.3713
C -2.24464 -1.27952 0.51354 -0.3121
C 0.78261 -2.02203 1.94905 -0.3364
C 1.76247 -0.91507 4.57119 -0.0863
C 0.21689 -3.29158 2.03212 -0.0712
C 2.05046 -1.87234 1.36513 -0.2946
C -0.99034 1.72190 4.52247 -0.0704
C -2.21164 -1.28547 4.28148 -0.1199
C 0.92447 1.25327 6.04202 -0.0591
C 2.81119 3.15626 0.33217 -0.0268
C 0.23071 0.91548 4.88247 -0.3080
C 2.67128 3.12371 1.70982 -0.0486
C 1.01206 -3.72986 -2.18401 -0.0465
C -1.78488 -1.14682 2.95923 -0.3693
C 1.41319 2.90965 2.24517 -0.0517
C 0.66207 -0.18326 4.12135 -0.3094
C 1.69039 2.96862 -0.46706 -0.2947
H 0.54631 0.63887 -3.78119 0.1005
H 1.74966 0.71021 -1.26707 0.0773
H -1.32068 1.53902 3.50099 0.0368
H -0.63072 2.50708 1.75368 0.0851
H -2.96725 -1.70547 -0.18717 0.0116
H 3.59080 -0.55463 0.63866 0.0826
H -5.49747 -1.84142 3.75380 0.0948
H -1.25570 -1.71254 0.36156 -0.0375
H 3.53007 3.26007 2.35452 0.1148
H -0.74381 -2.94877 -1.22835 0.0937
H 2.00931 0.22345 0.88336 0.0405
H 1.13606 3.47439 -4.61492 0.1286
H 3.29353 -1.15586 6.05007 0.1008
H -4.32621 2.31340 -6.09060 0.1102
H 2.09232 -1.77891 4.00743 0.1006
H 2.68512 -5.12600 0.62103 0.1020
H -2.30266 2.41246 -7.55669 0.1134
H -0.08239 2.80295 -6.48304 0.1137
H 1.67768 4.23372 -2.12557 0.1295
H 0.58290 2.10177 6.62535 0.1119
H 2.84582 2.94742 -2.27391 0.1305
H -0.80517 2.79049 4.65386 0.0815
H 0.43509 -5.38731 1.63500 0.1027
H 3.01006 -0.16304 2.26329 0.0780
H -4.76296 -1.68216 1.42587 0.1054
H 3.14680 0.48685 -2.29166 0.1240
H 3.77680 3.32723 -0.12697 0.1158
H 2.87604 -4.15511 -3.16171 0.1111
H -3.85193 -1.64668 5.61697 0.0877
H -4.02769 2.49925 -3.64726 0.1120
H 2.54771 0.81212 7.37218 0.0993
H 1.25069 2.86392 3.31314 0.0974
H 0.14808 4.29534 -3.40209 0.1294
H 3.53914 -1.74838 -3.21864 0.1142
H -0.76942 -3.39663 2.46867 0.1105
H 3.69811 -2.88361 0.44888 0.1089
H 0.68816 -4.75770 -2.10364 0.1144
H 2.08474 1.40654 -4.14565 0.1311
H -1.49264 -1.17900 5.08685 0.1004
H -1.82903 1.44737 5.16568 0.0901
```

For the frontier orbital gap, the calculation gives 5.7 eV. The spin multiplicity is 1. Its LUMO energy is -0.12 eV.


Values for energy relative to the best compared isomer or geometry (same formula, charge and spin), eV, ordered as above
2.222, 3.237